ORCA calculation (the ωB97M-V functional and the def2-TZVPD basis) on a cluster of 4 separate species, C44H58BrF5N5O13 in total in a non-equilibrium geometry.

Atoms and positions in Å:
Br (-1.467, 2.764, 3.940)
F (1.235, -0.896, 1.288)
F (-1.078, -4.955, -3.669)
F (-2.185, -5.093, -1.847)
F (-2.878, -3.824, -3.413)
F (0.081, -4.580, -0.057)
O (-9.679, 2.524, -0.999)
O (5.472, 3.197, 4.771)
O (-1.019, -3.277, -2.333)
O (2.130, -2.762, 0.485)
O (-1.595, -3.838, 1.156)
O (-5.829, -2.066, -2.773)
O (5.755, 0.855, -0.297)
O (6.135, -2.465, -3.759)
O (4.487, 3.106, 6.684)
O (7.511, -0.375, -0.232)
O (-8.153, 1.179, -0.315)
O (-1.801, -0.859, 1.471)
O (-6.578, -1.323, -0.821)
N (-0.151, -2.316, 0.253)
N (-9.292, 1.621, -0.291)
N (-1.042, 0.874, 0.255)
N (6.806, 0.503, 0.213)
N (4.659, 2.732, 5.545)
C (-12.047, -0.156, 2.350)
C (8.785, 1.386, 3.237)
C (0.260, 1.368, -3.234)
C (3.552, 1.050, -3.397)
C (0.230, -0.608, -1.545)
C (-4.302, -1.159, 0.005)
C (-6.411, -1.211, -2.180)
C (2.239, -0.421, 4.130)
C (-12.451, 0.888, 1.528)
C (-1.746, -2.270, -1.637)
C (1.176, -2.102, 0.628)
C (7.221, 1.164, 1.459)
C (-10.736, -0.612, 2.312)
C (-1.787, -4.285, -2.820)
C (4.009, 1.166, 3.766)
C (-1.775, -0.454, 0.142)
C (3.152, 0.333, -2.097)
C (6.781, 2.723, 3.202)
C (-9.822, -0.029, 1.450)
C (-10.249, 1.007, 0.640)
C (8.412, 0.780, 2.048)
C (6.470, -1.096, -3.575)
C (-5.691, -0.480, -0.071)
C (5.538, -0.225, -4.420)
C (0.656, 2.724, 2.043)
C (-0.892, 1.550, -1.066)
C (3.808, 1.629, 5.052)
C (5.052, 1.051, -3.691)
C (1.157, -1.409, -2.488)
C (2.848, 1.097, 5.893)
C (6.398, 2.130, 2.011)
C (3.215, 0.127, 3.306)
C (-0.572, 1.903, 2.466)
C (2.055, 0.061, 5.421)
C (6.370, -3.278, -2.624)
C (-1.585, 1.798, 1.332)
C (-0.814, -1.444, -0.744)
C (-6.999, 0.004, -2.826)
C (-11.548, 1.481, 0.661)
C (-3.188, -0.180, -0.397)
C (-0.534, 0.573, -2.191)
C (-0.641, -3.626, 0.500)
C (2.657, -1.111, -2.285)
C (7.971, 2.351, 3.815)
H (-11.845, 2.294, 0.016)
H (3.194, 2.082, -3.334)
H (-2.233, -1.630, -2.370)
H (-4.374, -1.998, -0.685)
H (4.670, -0.833, -4.680)
H (3.178, -1.523, -3.155)
H (-6.841, -0.062, -3.900)
H (3.364, -0.256, 2.305)
H (-12.759, -0.618, 3.020)
H (-1.436, 0.225, -2.696)
H (-2.531, -2.744, -1.046)
H (-1.824, 2.081, -1.263)
H (4.772, 1.606, 3.141)
H (0.827, -1.336, -3.526)
H (2.721, 1.487, 6.892)
H (-0.437, 1.959, -3.834)
H (-3.511, 0.813, -0.069)
H (1.105, 3.235, 2.890)
H (-5.635, 0.491, -0.565)
H (6.710, -4.256, -2.967)
H (3.997, 0.255, -1.419)
H (-10.425, -1.426, 2.952)
H (9.031, 0.025, 1.588)
H (-1.658, 2.787, 0.874)
H (-8.053, 0.134, -2.596)
H (1.426, 2.054, 1.639)
H (-6.147, -0.380, 0.911)
H (-3.203, -0.102, -1.486)
H (-4.182, -1.539, 1.020)
H (5.246, 1.903, -4.347)
H (-13.473, 1.241, 1.559)
H (5.625, 1.224, -2.775)
H (3.018, 0.582, -4.230)
H (0.771, 0.711, -3.933)
H (9.712, 1.099, 3.715)
H (5.449, -3.393, -2.042)
H (6.150, 3.475, 3.656)
H (0.923, -0.126, -0.844)
H (-6.499, 0.912, -2.478)
H (3.003, -1.706, -1.441)
H (2.442, 0.964, -1.548)
H (-2.584, 1.510, 1.638)
H (-0.121, 0.625, 0.628)
H (6.011, 0.068, -5.358)
H (1.623, -1.234, 3.768)
H (-0.092, 2.281, -0.955)
H (7.153, -2.862, -1.983)
H (7.513, -0.928, -3.860)
H (-2.316, -1.671, 1.579)
H (6.334, -0.841, -2.515)
H (1.295, -0.370, 6.057)
H (5.477, 2.408, 1.521)
H (-0.224, 0.920, 2.784)
H (0.972, 2.059, -2.786)
H (0.413, 3.445, 1.260)
H (8.263, 2.813, 4.748)
H (1.067, -2.465, -2.241)
H (-8.802, -0.377, 1.401)

Calculated values
* LUMO energy: -2.86 eV
* HOMO-LUMO gap: 7.999 eV
* E_tot: -164250.163 eV
* net charge: +1


ORCA calculation (the ωB97M-V functional and the def2-TZVPD basis) on a structure of composition C44H59Cl4N5OPrSi in a non-equilibrium geometry.

Atoms and positions in Å:
Pr (12.716, 12.685, 14.401)
Cl (15.855, 13.640, 19.716)
Cl (7.561, 9.374, 13.450)
Cl (9.274, 9.158, 11.052)
Cl (13.780, 11.472, 19.652)
Si (13.750, 9.334, 13.723)
O (11.159, 11.784, 16.265)
N (9.472, 16.272, 12.840)
N (12.730, 10.291, 14.756)
N (11.607, 12.172, 9.655)
N (12.097, 12.181, 11.925)
N (14.561, 12.805, 16.350)
C (14.453, 14.743, 12.574)
C (10.226, 16.862, 16.127)
C (9.900, 12.862, 11.317)
C (18.216, 10.917, 15.477)
C (16.210, 11.053, 16.816)
C (14.524, 12.838, 20.556)
C (16.078, 13.590, 13.936)
C (8.247, 14.299, 17.684)
C (12.854, 8.288, 12.469)
C (10.668, 12.274, 8.566)
C (17.459, 10.523, 16.566)
C (8.908, 12.559, 16.184)
C (11.066, 10.374, 16.486)
C (11.912, 9.625, 15.642)
C (17.695, 11.874, 14.626)
C (14.733, 13.731, 13.536)
C (9.223, 8.970, 12.842)
C (10.509, 13.416, 17.795)
C (11.295, 12.406, 10.960)
C (11.815, 8.209, 15.803)
C (9.365, 17.725, 12.937)
C (9.214, 15.594, 14.198)
C (10.775, 15.882, 12.216)
C (12.539, 15.419, 15.833)
C (14.977, 8.284, 14.687)
C (10.144, 12.560, 16.779)
C (12.467, 16.442, 16.789)
C (10.354, 15.865, 15.119)
C (12.968, 11.748, 9.326)
C (9.509, 14.324, 18.207)
C (11.277, 17.170, 16.975)
C (17.022, 14.522, 13.437)
C (11.459, 15.039, 15.017)
C (16.499, 12.529, 14.909)
C (10.207, 8.411, 17.602)
C (14.861, 10.395, 12.642)
C (10.829, 13.517, 7.663)
C (10.176, 9.785, 17.376)
C (13.955, 12.910, 9.369)
C (15.418, 15.561, 12.017)
C (16.688, 15.478, 12.543)
C (7.926, 13.438, 16.658)
C (11.021, 7.639, 16.806)
C (15.769, 12.096, 16.010)
H (9.678, 12.242, 8.967)
H (12.930, 11.772, 11.576)
H (9.944, 9.635, 13.263)
H (15.297, 8.837, 15.565)
H (9.253, 11.992, 11.242)
H (15.483, 9.717, 12.044)
H (11.559, 13.444, 18.086)
H (9.843, 13.074, 12.405)
H (8.252, 15.960, 14.539)
H (10.808, 14.429, 8.211)
H (14.958, 12.390, 21.459)
H (9.100, 14.525, 13.931)
H (17.755, 9.690, 17.199)
H (10.827, 14.808, 12.209)
H (6.964, 13.489, 16.165)
H (10.063, 13.560, 6.858)
H (17.379, 16.198, 12.219)
H (14.228, 12.435, 17.230)
H (8.572, 11.842, 15.440)
H (10.712, 11.372, 7.958)
H (14.547, 7.403, 15.149)
H (12.327, 7.520, 15.150)
H (18.198, 12.119, 13.675)
H (8.763, 15.942, 12.188)
H (8.396, 18.036, 13.338)
H (11.097, 17.979, 17.643)
H (12.307, 8.908, 11.757)
H (11.772, 13.494, 7.072)
H (14.948, 12.540, 9.020)
H (10.819, 16.280, 11.194)
H (13.388, 14.850, 12.246)
H (9.647, 15.060, 18.994)
H (9.324, 17.471, 16.189)
H (13.381, 16.612, 17.363)
H (15.844, 7.932, 14.101)
H (9.527, 13.697, 10.689)
H (15.648, 10.738, 17.718)
H (13.660, 13.697, 8.703)
H (18.007, 14.600, 13.899)
H (14.511, 11.114, 11.903)
H (12.826, 11.313, 8.310)
H (9.409, 7.884, 13.019)
H (15.150, 16.350, 11.308)
H (9.550, 10.382, 18.040)
H (11.641, 16.217, 12.768)
H (13.510, 14.974, 15.752)
H (19.156, 10.392, 15.246)
H (7.515, 14.954, 18.170)
H (14.752, 13.798, 16.558)
H (13.766, 13.501, 20.825)
H (14.124, 13.319, 10.362)
H (10.190, 17.900, 13.647)
H (9.608, 18.272, 12.067)
H (13.293, 10.901, 9.962)
H (15.486, 10.943, 13.326)
H (13.568, 7.716, 11.871)
H (11.107, 6.543, 16.934)
H (12.082, 7.588, 12.818)
H (9.536, 7.938, 18.284)

Calculated values
* LUMO energy (spin up / spin down): -2.43 / -2.43 eV
* ⟨S²⟩: 2.00
* relative energy (zero: lowest compared OMol25 entry of this formula, charge and spin): 8.6 kcal/mol
* HOMO-LUMO gap (spin up / spin down): 6.766 / 6.776 eV
* E_tot: -128115.055 eV
* spin multiplicity: 3
* net charge: +1